*a*
Formula: C5H9N3O
Source: OMol25
Level of theory: wB97M-V/def2-TZVPD

CARTESIAN COORDINATES (ANGSTROEM)
C (-0.78, 1.67, 0.02)
C (0.37, 1.08, -0.81)
C (1.45, 0.13, -0.35)
C (1.33, -0.79, 0.58)
C (0.05, -1.28, 1.17)
H (-1.36, 0.62, 0.31)
H (-0.19, 2.10, 0.87)
H (-1.50, 2.45, -0.39)
H (2.44, 0.65, -0.52)
H (2.28, -1.32, 0.91)
H (0.14, -1.38, 2.27)
H (-2.61, -2.62, 0.36)
H (-2.04, -2.19, 2.05)
H (1.72, 1.73, -3.25)
N (-1.01, -1.57, 0.39)
N (-2.13, -1.82, 1.05)
N (0.46, 1.62, -1.97)
O (1.38, 0.89, -2.70)

HOMO energy: -0.3114 Eh
SMILES: CC(/C=C\C=N\N)=N/O
multiplicity: 1
LUMO energy: 0.529 eV
molar mass: 127.15 g/mol

*b*
Formula: C5H9N3O
Source: OMol25
Level of theory: wB97M-V/def2-TZVPD

CARTESIAN COORDINATES (ANGSTROEM)
C (-2.04, 0.99, -0.13)
C (-0.65, -1.13, -0.51)
C (0.51, -1.12, 0.50)
C (1.32, 1.15, 0.00)
C (0.16, 0.35, 0.67)
H (-2.77, 0.75, -0.98)
H (-1.90, 2.08, -0.10)
H (-2.61, 0.84, 0.88)
H (-0.44, -1.46, -1.58)
H (-1.50, -1.81, -0.17)
H (0.34, -1.75, 1.42)
H (2.44, -1.28, 0.70)
H (2.59, 0.25, -1.51)
H (-0.10, 0.42, 1.74)
N (-0.81, 0.27, -0.36)
N (1.80, -1.13, -0.08)
N (2.21, 0.21, -0.48)
O (1.44, 2.38, 0.00)

HOMO energy: -0.3169 Eh
SMILES: CN1C[C@H]2NNC(=O)[C@H]21
multiplicity: 1
LUMO energy: 0.820 eV
molar mass: 127.15 g/mol

The energy of each structure relative to the most stable one, in hartree, is as follows: *a* 0.0951; *b* 0.0000.

*a*
Formula: C5H9N3O
Source: OMol25
Level of theory: wB97M-V/def2-TZVPD

CARTESIAN COORDINATES (ANGSTROEM)
C (0.27, 0.11, -0.72)
C (-0.97, 0.57, -0.38)
C (-0.17, -0.42, 1.56)
C (-1.93, 1.41, -1.09)
C (2.32, 0.17, 0.64)
N (0.99, -0.53, 0.33)
N (-1.22, 0.27, 0.96)
N (0.01, -1.05, 2.66)
O (-0.68, -1.08, 3.69)
H (0.74, 0.32, -1.60)
H (-2.59, 1.88, -0.44)
H (-1.54, 2.14, -1.78)
H (-2.62, 0.74, -1.75)
H (2.44, 0.73, -0.27)
H (2.27, 1.05, 1.34)
H (3.02, -0.63, 0.93)
H (-2.14, 0.26, 1.40)
H (0.96, -1.47, 2.73)

HOMO energy: -0.2572 Eh
SMILES: Cc1cn(C)/c(=[NH+]/[O-])[nH]1
multiplicity: 1
LUMO energy: 0.723 eV
molar mass: 127.15 g/mol

*b*
Formula: C5H9N3O
Source: OMol25
Level of theory: wB97M-V/def2-TZVPD

CARTESIAN COORDINATES (ANGSTROEM)
C (0.73, -0.57, 0.48)
C (0.01, -0.77, -0.89)
C (-1.46, -1.12, -0.74)
C (-0.75, 1.48, 0.00)
C (0.44, 0.62, -0.34)
H (2.45, -0.22, 1.40)
H (2.36, -1.82, 0.81)
H (-0.13, -0.72, 1.26)
H (0.71, -1.47, -1.48)
H (-2.09, -1.95, -1.27)
H (-2.37, 1.02, 1.47)
H (-0.45, 2.37, 0.73)
H (-1.22, 1.95, -0.90)
H (2.16, 0.53, -0.93)
N (1.99, -0.80, 0.61)
N (-2.22, -0.44, -0.04)
N (-1.59, 0.63, 0.72)
O (1.45, 1.30, -0.89)

HOMO energy: -0.2920 Eh
SMILES: N[C@@H]1[C@H]2C=NNC[C@@]12O
multiplicity: 1
LUMO energy: 0.747 eV
molar mass: 127.15 g/mol

The energy of each structure relative to the most stable one, in hartree, is as follows: *a* 0.0038; *b* 0.0000.

*a*
Formula: C5H9N3O
Source: OMol25
Level of theory: wB97M-V/def2-TZVPD

CARTESIAN COORDINATES (ANGSTROEM)
C (1.53, 0.62, 1.33)
C (0.49, 0.20, -2.21)
N (0.94, -0.19, 0.28)
C (-1.33, 0.45, 0.42)
C (-0.43, -0.68, 0.39)
C (0.13, 0.40, -0.78)
N (-0.72, -2.04, 0.52)
O (-2.60, 0.44, 0.81)
N (-0.75, 1.43, -0.30)
H (-2.99, 1.30, 0.58)
H (-1.26, -2.25, 1.35)
H (0.11, -2.62, 0.48)
H (1.60, 0.02, 2.24)
H (2.53, 0.91, 1.02)
H (0.95, 1.52, 1.54)
H (0.97, -0.77, -2.34)
H (-0.39, 0.29, -2.84)
H (1.20, 0.98, -2.50)

HOMO energy: -0.2732 Eh
multiplicity: 1
LUMO energy: 0.796 eV
molar mass: 127.15 g/mol

*b*
Formula: C5H9N3O
Source: OMol25
Level of theory: wB97M-V/def2-TZVPD

CARTESIAN COORDINATES (ANGSTROEM)
C (1.82, 1.20, 0.52)
C (-0.87, -1.24, -0.05)
C (-1.64, -0.21, -0.45)
C (1.61, -0.23, 0.14)
N (-2.75, 0.23, 0.28)
C (-1.30, 0.46, -1.69)
O (-0.36, 0.21, -2.42)
N (-0.51, -2.37, 0.15)
N (1.93, -1.25, 0.83)
H (1.40, -0.39, -0.91)
H (-2.77, -0.09, 1.24)
H (-2.93, 1.22, 0.18)
H (0.42, -2.55, 0.52)
H (2.31, -1.04, 1.75)
H (-1.97, 1.32, -1.89)
H (2.65, 1.61, -0.05)
H (0.94, 1.79, 0.26)
H (2.04, 1.32, 1.58)

HOMO energy: -0.2917 Eh
SMILES: N=C=C(N)C=O.[H]/N=C\C
multiplicity: 1
LUMO energy: 0.367 eV
molar mass: 127.15 g/mol

*c*
Formula: C5H9N3O
Source: OMol25
Level of theory: wB97M-V/def2-TZVPD

CARTESIAN COORDINATES (ANGSTROEM)
C (-2.48, -0.25, -0.16)
C (-0.01, 0.60, 0.80)
C (0.46, -0.55, 0.17)
C (-1.27, 0.61, -0.35)
N (0.68, 1.77, 0.89)
N (-0.19, -1.78, 0.35)
C (2.80, -0.18, -0.58)
N (1.83, -0.79, -0.03)
O (-1.39, 1.69, -0.92)
H (1.44, 1.95, 0.23)
H (0.11, 2.61, 0.90)
H (0.25, -2.34, 1.06)
H (-0.22, -2.31, -0.52)
H (-2.48, -0.78, 0.79)
H (-2.56, -0.94, -1.01)
H (-3.37, 0.38, -0.17)
H (2.58, 0.86, -0.89)
H (3.83, -0.55, -0.57)

HOMO energy: -0.2998 Eh
SMILES: C=N/C(N)=C(\N)C(C)=O
multiplicity: 1
LUMO energy: -0.018 eV
molar mass: 127.15 g/mol

The energy of each structure relative to the most stable one, in hartree, is as follows: *a* 0.0285; *b* 0.0000; *c* 0.0539.